DFT (the ωB97M-V functional and the def2-TZVPD basis) results for C18H15N3O15S2V as an isolated structure.

## Properties
HOMO level (spin up / spin down) ... -0.522 / -3.096 eV
Relative energy (zero: lowest compared OMol25 entry of this formula, charge and spin) ... 53.00 kcal per mole
⟨S²⟩ ... 0.769

The geometry in ORCA input format:
```
! wB97M-V def2-TZVPD RIJCOSX def2/J DEFGRID3
* xyz -2 2
O 2.823 -1.384 -1.062
V 1.890 -1.286 0.215
S 0.252 -3.453 0.816
O 0.152 -2.390 -0.209
O -0.818 -3.363 1.760
O 0.104 -4.807 0.257
O 1.528 -3.143 1.315
S 3.882 -0.287 1.689
O 3.586 -1.674 1.418
O 5.123 0.180 1.159
O 2.732 0.335 1.072
O 4.002 0.115 3.042
C -1.371 4.881 -2.395
C -0.339 4.375 -3.205
C 0.355 3.225 -2.839
C 0.120 2.638 -1.620
C -0.965 3.165 -0.825
C -1.513 4.353 -1.145
N 0.860 1.504 -1.169
O 1.956 1.283 -1.745
O 0.463 0.758 -0.257
H -1.959 5.718 -2.741
H -0.052 4.870 -4.121
H 1.140 2.797 -3.446
H -1.030 2.828 0.199
H -2.131 4.777 -0.366
C 0.570 -0.295 7.225
C 1.055 -1.221 6.345
C 0.735 -1.007 5.071
C 0.256 0.186 4.580
C -0.203 1.162 5.501
C -0.092 0.890 6.798
N -0.034 0.329 3.125
O -0.696 1.285 2.782
O 0.297 -0.560 2.320
H 0.831 -0.488 8.255
H 1.433 -2.129 6.791
H 0.965 -1.796 4.371
H -0.698 2.025 5.082
H -0.521 1.620 7.469
C -3.295 -1.198 -5.226
C -2.365 -0.272 -4.782
C -1.243 -0.754 -4.120
C -1.085 -2.158 -3.863
C -2.052 -3.033 -4.397
C -3.173 -2.545 -5.081
N 0.129 -2.721 -3.298
O 1.112 -1.948 -3.252
O 0.106 -3.819 -2.813
H -4.103 -0.892 -5.874
H -2.519 0.782 -4.962
H -0.451 -0.063 -3.872
H -1.972 -4.110 -4.388
H -3.780 -3.282 -5.587
*
```